1.
{"formula": "C49H39GeNP2S6SbTc", "method": "the ωB97M-V functional and the def2-TZVPD basis", "multiplicity": 2, "homo_energy_ev": [-10.02, -10.31], "total_charge": 1, "lumo_energy_ev": [-4.279, -4.034], "e_tot_ev": -201772.0218, "s2": 0.76, "species": ["Tc", "S", "P", "C", "P", "S", "C", "C", "C", "C", "C", "C", "C", "C", "C", "C", "C", "C", "C", "C", "C", "C", "C", "C", "C", "C", "C", "C", "C", "C", "H", "H", "H", "H", "H", "H", "H", "H", "H", "H", "H", "H", "H", "H", "H", "H", "H", "H", "H", "H", "S", "Sb", "S", "S", "S", "N", "C", "C", "C", "C", "C", "C", "C", "H", "H", "H", "H", "C", "Ge", "C", "C", "C", "C", "C", "C", "C", "C", "C", "C", "C", "C", "C", "C", "C", "C", "H", "H", "H", "H", "H", "H", "H", "H", "H", "H", "H", "H", "H", "H", "H"], "xyz": [[0.7072, -2.6352, 0.9864], [1.5800, -4.0836, -0.6985], [1.7291, -2.1970, -1.8219], [0.8181, -1.3312, -0.5795], [-0.0855, 0.1351, -1.0332], [-1.6173, 0.3648, 0.2899], [-0.8568, -0.1305, -2.6521], [-1.9704, -0.9577, -2.7482], [-2.5304, -1.1978, -3.9897], [-1.9779, -0.6260, -5.1256], [-0.8603, 0.1862, -5.0268], [-0.2940, 0.4351, -3.7910], [0.6435, 1.8098, -1.1657], [-0.2701, 2.7915, -1.5482], [0.1193, 4.1142, -1.5990], [1.4218, 4.4662, -1.2776], [2.3304, 3.4927, -0.9026], [1.9405, 2.1646, -0.8353], [3.5285, -2.0236, -1.8905], [4.1885, -0.9245, -1.3650], [5.5691, -0.9247, -1.2901], [6.2806, -2.0385, -1.7019], [5.6205, -3.1429, -2.2227], [4.2449, -3.1371, -2.3264], [1.1742, -2.5065, -3.5126], [0.0943, -3.3520, -3.7412], [-0.2707, -3.6382, -5.0426], [0.4253, -3.0731, -6.1005], [1.4907, -2.2182, -5.8654], [1.8729, -1.9313, -4.5691], [-2.3880, -1.3984, -1.8522], [-3.3990, -1.8326, -4.0727], [-2.4228, -0.8104, -6.0909], [-0.4299, 0.6262, -5.9124], [0.5778, 1.0694, -3.7095], [-1.2850, 2.5083, -1.7925], [-0.5957, 4.8695, -1.8835], [1.7239, 5.5012, -1.3128], [3.3441, 3.7633, -0.6485], [2.6508, 1.4191, -0.5118], [3.6137, -0.0786, -1.0234], [6.0816, -0.0629, -0.8918], [7.3542, -2.0536, -1.6063], [6.1738, -4.0166, -2.5289], [3.7117, -3.9950, -2.7171], [-0.4333, -3.7830, -2.9011], [-1.0918, -4.3105, -5.2312], [0.1392, -3.3045, -7.1141], [2.0317, -1.7818, -6.6905], [2.7082, -1.2733, -4.3685], [0.0519, -3.1550, 4.5115], [2.5016, -3.1270, 5.2451], [3.1473, -3.9492, 0.5262], [1.2092, -3.7438, 2.9408], [2.9864, -0.9533, 4.9240], [-6.2154, -4.9096, 2.2358], [-5.1968, -4.4548, 1.9737], [-3.9267, -3.9231, 1.6528], [-3.3442, -2.9522, 2.4655], [-2.0741, -2.4985, 2.1770], [-1.3429, -2.9870, 1.0916], [-1.9623, -3.9373, 0.2743], [-3.2342, -4.4030, 0.5406], [-3.8785, -2.5767, 3.3245], [-1.6359, -1.7583, 2.8371], [-1.4327, -4.3440, -0.5807], [-3.6841, -5.1572, -0.0885], [1.2115, 0.1900, 2.2461], [-0.4515, 1.2698, 2.1290], [-1.5592, 0.7225, 3.6777], [-0.9133, 0.5082, 4.8894], [-1.6357, 0.1057, 5.9991], [-3.0032, -0.0907, 5.9012], [-3.6464, 0.1076, 4.6912], [-2.9273, 0.5120, 3.5811], [0.0153, 3.2050, 1.9850], [1.3323, 3.5643, 2.1251], [1.7059, 4.9141, 2.1920], [0.7616, 5.8993, 2.1460], [-0.6031, 5.5714, 2.0215], [-1.6068, 6.5618, 2.0157], [-2.9264, 6.2237, 1.9094], [-3.3013, 4.8759, 1.7878], [-2.3504, 3.8939, 1.7916], [-0.9833, 4.2053, 1.9232], [1.7799, 0.4702, 3.1290], [1.8644, 0.2726, 1.3809], [0.9033, -0.8683, 2.3699], [0.1558, 0.6577, 4.9672], [-1.1240, -0.0642, 6.9354], [-3.5673, -0.3919, 6.7714], [-4.7113, -0.0489, 4.6144], [-3.4234, 0.6547, 2.6304], [2.1018, 2.8095, 2.2034], [2.7499, 5.1629, 2.3029], [1.0449, 6.9396, 2.2180], [-1.3099, 7.5951, 2.1101], [-3.6896, 6.9868, 1.9190], [-4.3472, 4.6218, 1.6961], [-2.6293, 2.8489, 1.6958]], "forces_ev_per_angstrom": [[0.11, -0.18, -1.51], [-0.71, 0.18, 0.05], [0.26, -0.45, 0.87], [0.49, 0.48, -0.82], [0.20, -0.34, 0.14], [-0.23, 0.34, 0.68], [0.17, 0.09, 0.32], [0.02, 0.08, 0.05], [-0.10, -0.01, 0.08], [-0.02, 0.06, 0.04], [-0.05, -0.03, -0.08], [-0.04, 0.03, 0.17], [-0.02, -0.55, 0.10], [-0.02, -0.04, 0.00], [-0.04, 0.00, 0.00], [0.08, -0.03, -0.01], [0.06, 0.02, -0.08], [0.06, -0.18, -0.09], [-0.47, 0.14, -0.09], [-0.26, -0.05, -0.08], [0.07, 0.06, 0.05], [-0.01, 0.00, 0.00], [-0.01, -0.06, -0.08], [-0.07, 0.18, -0.17], [0.10, 0.21, 0.48], [0.15, 0.07, 0.03], [-0.03, -0.11, -0.01], [0.06, -0.02, 0.04], [0.06, -0.01, -0.07], [0.06, -0.05, 0.05], [-0.09, -0.08, 0.03], [-0.10, -0.06, 0.00], [-0.05, -0.03, -0.11], [0.05, 0.05, -0.11], [0.04, 0.08, -0.02], [-0.08, 0.08, 0.00], [-0.08, 0.10, -0.03], [0.04, 0.11, 0.00], [0.08, 0.04, 0.04], [-0.02, -0.02, 0.06], [0.06, 0.01, 0.08], [0.09, 0.05, 0.05], [0.14, 0.01, -0.02], [0.09, -0.06, -0.05], [0.08, -0.09, -0.04], [-0.14, -0.08, 0.00], [-0.13, -0.07, -0.04], [-0.04, -0.04, -0.13], [0.04, 0.04, -0.10], [0.05, 0.00, -0.06], [0.32, 0.11, 0.59], [-0.35, 1.17, -0.29], [-0.37, 0.35, 0.40], [0.14, -0.16, -0.28], [0.08, -0.99, 0.41], [-0.37, -0.11, 0.09], [-0.46, -0.19, 0.09], [0.81, 0.28, -0.24], [-0.12, -0.08, -0.15], [0.33, 0.27, 0.08], [0.54, -0.45, -0.10], [0.21, 0.08, -0.22], [-0.15, 0.01, 0.07], [-0.04, 0.04, 0.09], [-0.03, -0.04, 0.00], [-0.01, -0.03, 0.04], [-0.05, -0.04, -0.01], [-0.56, 0.34, -0.28], [0.52, -0.05, 0.27], [0.35, 0.33, -0.77], [0.15, 0.14, -0.14], [0.05, -0.06, 0.09], [0.05, -0.01, 0.11], [-0.18, -0.01, -0.05], [0.05, 0.09, -0.09], [-0.07, -0.99, 0.09], [-0.31, -0.37, 0.03], [0.08, 0.36, 0.07], [0.25, -0.17, 0.01], [-0.21, -0.30, -0.05], [-0.20, 0.05, -0.02], [0.14, 0.17, -0.01], [0.00, -0.29, -0.03], [-0.20, -0.07, -0.02], [0.01, 0.34, 0.02], [-0.11, -0.11, 0.12], [-0.07, 0.00, -0.03], [0.12, 0.30, 0.32], [0.09, -0.06, 0.09], [0.01, 0.02, 0.08], [-0.05, -0.06, 0.05], [-0.14, -0.02, -0.01], [-0.18, 0.00, -0.05], [0.08, -0.09, -0.01], [0.13, 0.07, 0.01], [0.04, 0.09, 0.01], [0.01, 0.15, 0.00], [-0.04, 0.09, -0.01], [-0.06, -0.05, -0.01], [-0.15, 0.09, 0.00]]}


2.
{"formula": "C23H23MoN5OS", "method": "the ωB97M-V functional and the def2-TZVPD basis", "multiplicity": 3, "homo_energy_ev": [-13.73, -15.02], "total_charge": 2, "lumo_energy_ev": [-6.057, -7.097], "e_tot_ev": -46402.5093, "s2": 2.02, "species": ["Mo", "O", "C", "N", "C", "C", "C", "C", "C", "C", "N", "C", "C", "C", "C", "C", "N", "H", "H", "H", "H", "H", "H", "H", "H", "H", "H", "C", "C", "C", "C", "C", "H", "H", "H", "H", "H", "C", "C", "C", "C", "N", "C", "S", "N", "C", "H", "H", "H", "H", "H", "H", "H", "H"], "xyz": [[-1.6350, -0.2206, 0.2245], [0.6992, -0.3796, 3.6299], [0.1227, -0.5948, 2.5900], [-0.6677, 0.2829, 1.9043], [-0.7849, 1.6278, 2.4478], [-1.0770, 2.5490, 1.3008], [-1.0739, 3.9275, 1.4204], [-1.3342, 4.7045, 0.3082], [-1.5895, 4.0838, -0.9101], [-1.5891, 2.7125, -0.9637], [-1.3412, 1.9520, 0.1224], [0.2179, -1.9073, 1.8642], [0.9186, -2.9792, 2.3669], [0.9647, -4.1470, 1.6225], [0.3082, -4.1906, 0.3996], [-0.3727, -3.0756, -0.0381], [-0.4171, -1.9427, 0.6830], [0.1454, 1.9108, 2.9424], [-1.5681, 1.6966, 3.2087], [-0.8617, 4.3751, 2.3830], [-1.3366, 5.7845, 0.3844], [-1.7915, 4.6547, -1.8055], [-1.7855, 2.1854, -1.8854], [1.4010, -2.8670, 3.3294], [1.4957, -5.0154, 1.9901], [0.3131, -5.0824, -0.2120], [-0.8925, -3.0680, -0.9851], [-3.7154, 0.0229, -0.7653], [-3.4370, -1.3687, -0.7546], [-3.3686, -1.7874, 0.5990], [-3.6324, -0.6662, 1.4275], [-3.8464, 0.4506, 0.5890], [-3.9367, 0.6130, -1.6398], [-3.3799, -2.0080, -1.6209], [-3.2341, -2.8018, 0.9399], [-3.7187, -0.6813, 2.5022], [-4.1470, 1.4345, 0.9131], [3.9386, -0.3876, -4.0994], [3.1782, -0.1989, -2.8291], [3.7277, 0.0860, -1.6110], [2.8781, 0.2326, -0.5109], [1.5483, 0.1037, -0.6165], [1.0244, -0.1708, -1.7967], [-0.6786, -0.3692, -2.0604], [1.8284, -0.3215, -2.8808], [3.4011, 0.5578, 0.8479], [4.9979, -0.2068, -3.9413], [3.5778, 0.2980, -4.8693], [3.8105, -1.4075, -4.4695], [4.7978, 0.1949, -1.5117], [1.3870, -0.5311, -3.7696], [4.4858, 0.6086, 0.8721], [3.0550, -0.1895, 1.5641], [2.9900, 1.5172, 1.1693]], "forces_ev_per_angstrom": [[-0.10, 0.08, -0.81], [0.17, 0.05, 0.12], [-0.21, -0.02, -0.26], [0.14, 0.02, 0.65], [0.08, -0.12, -0.22], [0.04, -0.13, -0.11], [0.04, 0.09, 0.06], [-0.01, 0.07, 0.00], [0.01, 0.10, 0.00], [0.02, -0.09, 0.13], [-0.04, 0.06, 0.03], [-0.05, 0.35, -0.02], [0.11, -0.09, 0.10], [0.02, -0.03, 0.08], [0.02, -0.08, -0.04], [0.01, 0.11, 0.02], [0.04, -0.36, 0.02], [0.04, 0.02, 0.04], [-0.07, 0.00, 0.00], [-0.01, 0.00, -0.04], [0.01, -0.03, 0.00], [0.00, 0.00, 0.03], [-0.01, -0.03, -0.01], [0.00, -0.04, -0.02], [0.00, 0.02, 0.00], [0.01, 0.02, 0.02], [-0.03, 0.00, -0.03], [-0.31, -0.17, 0.16], [-0.24, 0.06, 0.15], [-0.21, 0.12, -0.03], [-0.16, -0.05, -0.09], [-0.21, -0.15, -0.06], [0.19, 0.08, -0.05], [0.17, 0.00, -0.04], [0.18, 0.01, 0.02], [0.15, 0.03, 0.04], [0.17, 0.07, 0.01], [-0.06, 0.01, 0.05], [-0.05, -0.04, -0.30], [0.12, 0.02, 0.12], [-0.01, 0.09, 0.21], [-0.12, -0.04, -0.13], [0.08, 0.01, 0.18], [0.16, 0.03, 0.19], [-0.02, -0.01, -0.17], [-0.04, -0.02, -0.05], [-0.01, 0.00, 0.01], [0.00, -0.01, 0.03], [0.00, 0.02, 0.02], [-0.03, 0.00, 0.02], [0.02, 0.00, 0.00], [0.01, 0.00, -0.01], [-0.01, 0.00, 0.01], [0.00, -0.02, -0.01]]}


3.
{"formula": "C3H4N", "method": "the ωB97M-V functional and the def2-TZVPD basis", "multiplicity": 1, "homo_energy_ev": [-15.36, -15.24], "total_charge": 1, "lumo_energy_ev": [-6.348, -6.745], "e_tot_ev": -4649.9786, "species": ["C", "C", "C", "N", "H", "H", "H", "H"], "xyz": [[1.2959, -0.1245, 0.0492], [0.4899, 0.8978, -0.2177], [-0.7671, 0.6478, 0.2124], [-0.0123, -0.5770, 0.1590], [2.2150, -0.7135, -0.0952], [-1.0289, 1.0091, 1.2096], [-1.7621, 0.7193, -0.3855], [-0.4304, -1.8591, -0.9318]], "forces_ev_per_angstrom": [[-0.03, 0.41, -0.24], [4.93, 1.23, -2.62], [-6.68, 0.90, 1.40], [-0.93, -5.62, -1.31], [-0.50, 0.78, 0.33], [0.38, -0.32, 0.15], [2.19, -0.27, 0.38], [0.63, 2.91, 1.91]]}


4.
{"formula": "C36H48AsN2O2S6SeTa", "method": "the ωB97M-V functional and the def2-TZVPD basis", "multiplicity": 1, "homo_energy_ev": -7.97, "lumo_energy_ev": -0.955, "e_tot_ev": -237940.3024, "species": ["Ta", "C", "C", "C", "C", "C", "C", "C", "Se", "C", "C", "C", "C", "C", "C", "O", "C", "C", "C", "C", "C", "C", "C", "C", "C", "O", "C", "C", "C", "C", "C", "C", "H", "H", "H", "H", "H", "H", "H", "H", "H", "H", "H", "H", "H", "H", "H", "H", "H", "H", "H", "H", "H", "H", "H", "H", "H", "H", "H", "H", "H", "H", "H", "H", "H", "H", "H", "H", "H", "H", "H", "H", "C", "C", "N", "C", "C", "S", "C", "C", "S", "C", "N", "C", "H", "H", "H", "H", "H", "H", "H", "H", "S", "As", "S", "S", "S"], "xyz": [[2.7434, -0.9558, -0.0734], [-4.3616, 0.1517, -2.7230], [-3.2935, 0.9549, -3.4646], [-3.3620, 0.5953, -4.9557], [-3.6024, 2.4481, -3.2851], [-1.8896, 0.6618, -2.9327], [-1.6479, -0.2520, -1.9158], [-0.3501, -0.4408, -1.4701], [0.0959, -1.6388, -0.0237], [-0.2994, -0.3858, 1.3831], [-1.5961, -0.1354, 1.7826], [-1.8297, 0.7999, 2.7844], [-0.7159, 1.4070, 3.3559], [0.6100, 1.1616, 2.9918], [0.8008, 0.2483, 1.9568], [2.0170, -0.0927, 1.4481], [1.7191, 1.8942, 3.7653], [3.1380, 1.5555, 3.3034], [1.6071, 1.5152, 5.2508], [1.5214, 3.4086, 3.6063], [-3.2326, 1.1712, 3.2632], [-3.4591, 2.6738, 3.0428], [-4.3144, 0.4053, 2.5005], [-3.3676, 0.8471, 4.7573], [0.7190, 0.2403, -2.0273], [1.9457, -0.0344, -1.5033], [0.5275, 1.1466, -3.0681], [-0.7887, 1.3305, -3.4797], [1.7141, 1.8807, -3.7014], [1.2665, 2.8086, -4.8308], [2.6989, 0.8548, -4.2876], [2.4243, 2.7342, -2.6389], [-5.3450, 0.3963, -3.1289], [-4.2125, -0.9247, -2.8392], [-4.3738, 0.3873, -1.6552], [-4.3596, 0.8061, -5.3498], [-2.6410, 1.1694, -5.5416], [-3.1503, -0.4660, -5.1067], [-4.6162, 2.6668, -3.6315], [-3.5293, 2.7341, -2.2327], [-2.9117, 3.0749, -3.8532], [-2.4494, -0.8165, -1.4570], [-2.4072, -0.6672, 1.3026], [-0.8829, 2.1237, 4.1515], [3.3751, 0.4970, 3.4182], [3.3087, 1.8193, 2.2618], [3.8429, 2.1276, 3.9123], [1.7094, 0.4347, 5.3810], [2.4057, 2.0026, 5.8158], [0.6531, 1.8207, 5.6869], [1.5803, 3.6958, 2.5539], [0.5579, 3.7445, 3.9962], [2.3065, 3.9406, 4.1489], [-3.3429, 2.9320, 1.9870], [-4.4692, 2.9525, 3.3562], [-2.7514, 3.2763, 3.6167], [-4.2820, 0.6236, 1.4294], [-4.2183, -0.6749, 2.6374], [-5.2981, 0.7009, 2.8711], [-2.6394, 1.3983, 5.3560], [-4.3662, 1.1152, 5.1126], [-3.2144, -0.2198, 4.9376], [-0.9720, 2.0343, -4.2808], [0.7657, 2.2621, -5.6347], [0.5976, 3.5956, -4.4726], [2.1472, 3.2912, -5.2582], [2.2056, 0.2419, -5.0483], [3.5335, 1.3766, -4.7627], [3.1128, 0.1964, -3.5234], [1.7337, 3.4637, -2.2070], [2.8384, 2.1267, -1.8355], [3.2515, 3.2794, -3.1001], [1.2958, -2.9030, 3.9068], [1.0911, -3.9625, 2.8685], [1.1102, -3.7600, 1.5886], [0.9550, -4.9340, 0.8725], [0.8062, -6.0382, 1.6485], [0.8646, -5.6158, 3.2993], [0.9956, -4.9632, -0.6116], [0.7647, -6.0841, -1.3429], [0.9310, -5.7560, -3.0066], [1.3050, -4.1170, -2.6455], [1.3024, -3.8471, -1.3772], [1.6039, -3.1274, -3.7294], [1.3034, -1.9222, 3.4337], [2.2555, -3.0449, 4.4058], [0.5089, -2.9293, 4.6612], [0.6855, -7.0652, 1.3418], [0.5066, -7.0706, -0.9930], [1.1072, -3.4030, -4.6600], [2.6785, -3.0811, -3.9141], [1.2712, -2.1325, -3.4319], [4.7566, 0.5186, 0.1632], [5.3975, -1.6071, -0.0135], [3.9730, -2.5261, 1.4081], [4.1970, -2.0794, -1.7947], [7.4029, -2.0475, 0.0970]], "forces_ev_per_angstrom": [[1.88, 0.11, 0.21], [-0.02, -0.03, 0.02], [0.05, 0.01, 0.00], [0.01, -0.01, -0.01], [0.00, 0.04, 0.01], [0.03, 0.00, -0.03], [0.02, 0.00, 0.00], [-0.04, -0.13, 0.14], [-1.00, 0.12, -0.02], [-0.01, -0.13, -0.14], [-0.01, -0.01, 0.02], [0.02, 0.00, 0.01], [0.01, 0.02, 0.05], [0.09, 0.11, 0.19], [0.14, -0.17, -0.21], [-0.81, 0.57, 0.73], [-0.04, -0.05, -0.05], [0.03, 0.03, 0.06], [-0.01, -0.01, 0.03], [-0.02, 0.03, -0.01], [0.02, -0.01, -0.01], [-0.01, 0.04, 0.00], [-0.01, -0.02, -0.01], [-0.01, -0.01, 0.02], [0.14, -0.22, 0.17], [-0.85, 0.58, -0.80], [0.12, 0.15, -0.18], [-0.03, 0.02, -0.04], [-0.02, -0.06, 0.04], [-0.03, 0.00, -0.03], [-0.01, -0.03, -0.02], [-0.01, 0.04, 0.02], [0.02, -0.01, 0.01], [-0.01, 0.04, 0.00], [0.00, -0.01, -0.05], [0.03, -0.01, 0.02], [-0.03, -0.02, 0.03], [-0.01, 0.03, 0.00], [0.05, -0.01, 0.01], [-0.01, -0.01, -0.04], [-0.03, -0.03, 0.03], [0.02, 0.04, -0.02], [0.01, 0.03, 0.02], [0.00, -0.02, -0.02], [-0.01, 0.03, -0.01], [0.00, 0.02, 0.01], [-0.02, -0.02, -0.01], [0.01, 0.04, 0.00], [-0.03, -0.01, -0.02], [0.04, -0.02, -0.03], [0.01, 0.00, 0.03], [0.04, -0.02, -0.02], [-0.03, -0.01, -0.01], [-0.01, -0.01, 0.05], [0.05, -0.01, -0.01], [-0.03, -0.03, -0.03], [0.00, -0.01, 0.05], [-0.01, 0.04, 0.00], [0.02, -0.01, -0.02], [-0.03, -0.02, -0.02], [0.04, -0.01, -0.01], [-0.01, 0.04, 0.00], [0.00, -0.02, 0.03], [0.02, 0.02, 0.03], [0.02, -0.03, -0.01], [-0.03, 0.00, 0.01], [0.02, 0.03, 0.02], [-0.03, -0.01, 0.01], [-0.02, 0.03, -0.03], [0.03, -0.02, -0.01], [-0.01, 0.01, -0.02], [-0.03, -0.01, 0.01], [-0.02, -0.02, -0.10], [0.01, -0.02, 0.06], [-0.07, -0.08, -0.21], [0.13, 0.26, -0.21], [-0.03, -0.17, 0.03], [0.01, -0.03, 0.10], [0.09, 0.20, 0.11], [-0.06, -0.17, -0.03], [0.01, -0.04, -0.08], [-0.03, 0.10, -0.12], [-0.03, -0.15, 0.42], [-0.01, -0.06, 0.06], [-0.02, -0.04, -0.02], [0.00, 0.00, 0.00], [0.00, 0.00, -0.01], [0.02, 0.07, 0.01], [0.01, 0.05, -0.01], [0.00, 0.01, 0.04], [-0.01, -0.01, 0.01], [-0.01, -0.02, 0.02], [-0.54, -0.38, -0.08], [1.11, -0.35, -0.09], [-0.14, -0.14, -0.03], [0.04, -0.04, 0.01], [-0.13, 0.05, 0.02]]}